# 1
The following is a DFT calculation (the ωB97M-V functional and the def2-TZVPD basis) of a cluster of 9 separate species, C33H48O27 in total.

Properties
- LUMO: -0.4 eV
- Structure (SMILES): C[C@H]1COC(=O)O1.C[C@H]1COC(=O)O1.C[C@H]1COC(=O)O1.C[C@H]1COC(=O)O1.C[C@H]1COC(=O)O1.C[C@H]1COC(=O)O1.O=C1OCCO1.O=C1OCCO1.O=C1OCCO1
- E_HOMO: -10.2 eV
- Total charge: 0
- Maximum force: 6.4 eV/A
- Gap between HOMO and LUMO: 9.9 eV

Cartesian coordinates (Å):
1 O -3.164 3.895 2.073
2 O -0.268 -2.125 2.817
3 O 5.551 -4.228 4.236
4 O -0.884 -6.615 -4.623
5 O -5.842 0.636 -0.087
6 O 0.491 -0.740 0.081
7 O 5.937 4.107 2.371
8 O -7.330 0.188 -1.703
9 O -2.044 -4.951 -3.442
10 O -2.273 2.165 3.316
11 O 5.279 5.738 1.124
12 O 1.439 -3.048 -5.767
13 O -0.238 -1.131 -2.080
14 O 6.182 6.266 3.142
15 O 5.042 -6.419 3.457
16 O -0.319 -4.018 1.421
17 O -1.271 0.381 -0.571
18 O -0.440 -6.279 -2.490
19 O -1.783 -3.661 3.117
20 O 3.104 3.138 -2.895
21 O 4.235 -4.571 2.552
22 O -4.253 3.148 3.837
23 O 2.421 1.867 -1.195
24 O 0.998 -1.286 -6.870
25 O 1.622 -3.050 -8.039
26 O 0.996 2.563 -2.870
27 O -5.099 0.855 -2.111
28 C -4.199 4.851 2.155
29 C 4.321 2.443 1.638
30 C -0.985 0.858 0.744
31 C -6.229 0.544 -1.346
32 C 1.389 -2.497 -6.979
33 C 5.048 -5.170 3.425
34 C 1.174 2.877 -4.240
35 C 1.109 -2.119 -4.788
36 C -0.918 -5.368 -1.499
37 C -2.330 -3.489 5.347
38 C -0.833 -1.803 4.039
39 C -0.747 -3.272 2.336
40 C 0.415 0.356 0.995
41 C 1.010 -0.827 -5.520
42 C 0.055 3.889 -4.635
43 C -0.301 -0.502 -1.012
44 C 4.759 4.618 0.492
45 C -4.080 1.466 -1.399
46 C -4.889 4.322 3.456
47 C 5.816 5.442 2.254
48 C -4.392 0.938 0.008
49 C 2.552 3.567 -4.184
50 C -2.971 -3.812 -1.549
51 C -1.143 -6.015 -3.603
52 C 3.069 -2.296 2.360
53 C -5.114 4.691 0.930
54 C -2.129 -2.743 4.026
55 C 2.199 2.492 -2.245
56 C 5.338 3.475 1.269
57 C 4.962 -3.021 4.005
58 C 4.384 -3.177 2.587
59 C -1.698 -4.279 -2.245
60 C -3.205 2.944 3.031
61 H -0.187 -2.065 4.877
62 H -3.735 0.115 0.290
63 H -4.393 1.701 0.786
64 H 0.125 -0.238 -5.276
65 H -5.954 4.130 3.322
66 H -5.661 3.751 1.001
67 H 2.492 4.654 -4.236
68 H -4.677 5.082 4.207
69 H 5.707 -2.230 3.928
70 H -2.688 -2.701 6.010
71 H 0.073 -5.001 -1.232
72 H 4.217 -2.874 4.787
73 H 1.994 -2.091 -4.152
74 H 0.626 0.079 2.028
75 H -0.923 3.526 -4.320
76 H 2.588 -2.810 1.527
77 H 2.430 -2.365 3.240
78 H 0.119 4.759 -3.981
79 H -1.383 -3.880 5.719
80 H 0.060 4.101 -5.704
81 H 1.899 -0.243 -5.284
82 H -3.169 1.039 -1.818
83 H 5.175 4.625 -0.516
84 H -0.986 -3.514 -2.554
85 H -5.807 5.518 0.777
86 H -3.403 -3.073 -2.223
87 H 3.872 2.216 0.671
88 H -1.674 0.366 1.431
89 H 3.216 -1.239 2.140
90 H -3.853 5.871 2.320
91 H 6.149 3.097 0.648
92 H -1.116 -0.752 4.100
93 H 0.165 -2.296 -4.272
94 H 1.270 0.961 0.695
95 H 4.709 1.534 2.097
96 H -2.660 -3.345 -0.614
97 H -1.340 -5.871 -0.629
98 H 5.043 -2.915 1.759
99 H -2.989 -4.353 5.260
100 H 3.053 3.087 -5.025
101 H 3.525 2.617 2.362
102 H -0.841 1.937 0.689
103 H 1.106 1.964 -4.832
104 H -4.182 2.551 -1.434
105 H 3.669 4.632 0.511
106 H -4.527 4.606 0.015
107 H -3.652 -4.647 -1.383
108 H -3.008 -2.225 3.642

Results of the Löwdin charge analysis, in e, for atoms 1 through 6:
1. O 0.06
2. O 0.03
3. O 0.08
4. O 0.14
5. O 0.06
6. O 0.04

=====

# 2
The following is a DFT calculation (the ωB97M-V functional and the def2-TZVPD basis) of a structure of composition C33H49BBrCl8IrN6Si2.

Properties
- LUMO (spin up / spin down): -2.8 / -3.4 eV
- E_HOMO (spin up / spin down): -11.1 / -11.2 eV
- Total charge: +1
- <S²>: 0.7531
- Maximum force: 0.7 eV/A
- Spin multiplicity: 2
- Gap between HOMO and LUMO (spin up / spin down): 8.4 / 7.8 eV

Cartesian coordinates (Å):
1 Ir -0.291 -0.576 0.681
2 Br -1.514 1.906 1.477
3 Cl 3.725 -2.878 -2.273
4 Cl -1.193 -3.691 2.345
5 Cl -3.562 -1.425 2.531
6 Cl 1.694 0.244 -6.143
7 Cl -1.093 -0.452 -1.624
8 Cl -0.850 0.730 -4.432
9 Cl 4.027 -1.467 -5.010
10 Cl -2.990 -2.867 -0.274
11 Si -1.972 -2.026 1.347
12 Si -2.651 3.615 2.621
13 N 2.649 -0.035 -0.032
14 N 1.429 0.543 -0.207
15 N 0.779 -0.846 2.403
16 N 1.078 -2.443 -0.892
17 N 1.981 -2.491 0.169
18 N 2.127 -0.979 2.222
19 C -0.337 -4.086 -2.194
20 C -4.035 4.523 0.301
21 C -3.276 6.275 1.905
22 C -1.658 5.151 0.376
23 C 0.591 -3.727 -1.088
24 C -4.268 2.804 3.241
25 C -2.123 4.992 5.032
26 C -1.405 4.118 3.987
27 C 0.524 2.527 -1.425
28 C -2.901 4.931 1.252
29 C -0.793 -0.593 4.318
30 C 1.568 -0.453 -4.590
31 C 0.555 -0.713 3.711
32 C 2.981 1.753 -1.258
33 C -0.789 2.911 4.709
34 C 1.780 -0.752 4.385
35 C 5.051 0.320 -0.624
36 C -3.990 1.888 4.442
37 C 2.747 -0.923 3.418
38 C 1.335 -1.647 -2.068
39 C -0.234 4.923 3.408
40 C 3.606 0.682 -0.655
41 C 2.694 -4.104 1.891
42 C 1.617 1.630 -0.954
43 C -4.950 1.946 2.162
44 C 2.610 -1.230 -4.084
45 C -5.262 3.892 3.688
46 C 2.479 -1.841 -2.837
47 C 0.328 -0.821 -2.560
48 C 4.226 -1.019 3.579
49 C 1.100 -4.521 -0.108
50 C 0.422 -0.242 -3.822
51 C 1.950 -3.717 0.666
52 B 2.747 -1.265 0.845
53 H -6.157 3.405 4.087
54 H -3.531 6.991 1.118
55 H -3.870 3.535 -0.134
56 H -0.773 5.438 0.938
57 H 4.479 -0.943 4.634
58 H -2.567 5.889 4.597
59 H 0.870 -5.559 0.066
60 H 0.473 5.139 4.215
61 H 3.447 2.532 -1.838
62 H -0.374 2.422 -0.825
63 H -5.760 1.381 2.632
64 H -5.582 4.527 2.862
65 H -4.080 5.244 -0.520
66 H 4.617 -1.964 3.200
67 H -0.088 3.282 5.463
68 H -0.694 -3.221 -2.744
69 H -0.229 2.274 4.022
70 H 0.156 -4.769 -2.887
71 H 5.441 0.341 0.394
72 H -0.546 5.880 2.990
73 H 0.303 4.364 2.639
74 H -0.710 -0.149 5.308
75 H 0.854 3.565 -1.377
76 H -1.395 5.319 5.781
77 H 4.733 -0.213 3.047
78 H -5.010 4.527 0.787
79 H -3.261 1.112 4.207
80 H -2.450 6.703 2.474
81 H -1.445 0.027 3.709
82 H 2.555 -5.164 2.087
83 H -4.921 1.384 4.720
84 H 3.882 -1.607 0.988
85 H 0.274 2.313 -2.466
86 H -1.876 5.956 -0.332
87 H -1.419 4.259 -0.202
88 H 3.759 -3.897 1.775
89 H -2.906 4.448 5.560
90 H -1.528 2.299 5.221
91 H -4.272 1.221 1.713
92 H -4.140 6.200 2.567
93 H 2.330 -3.540 2.751
94 H -3.647 2.439 5.317
95 H -4.863 4.534 4.476
96 H -1.254 -1.576 4.422
97 H 5.222 -0.679 -1.026
98 H -1.205 -4.592 -1.773
99 H -5.390 2.545 1.369
100 H 5.616 1.032 -1.220
101 H 1.931 -0.669 5.447

Results of the Löwdin charge analysis, in e, for atoms 1 through 6:
1. Ir 0.66
2. Br 0.56
3. Cl 0.83
4. Cl 0.25
5. Cl 0.28
6. Cl 0.75

=====

# 3
The following is a DFT calculation (the ωB97M-V functional and the def2-TZVPD basis) of a structure of composition C33H49BBrF5N7O3TeTi.

Properties
- LUMO: 2.3 eV
- E_HOMO: -6.4 eV
- Total charge: -1
- Maximum force: 0.9 eV/A
- Gap between HOMO and LUMO: 8.7 eV

Cartesian coordinates (Å):
1 Te 4.806 -2.053 -0.046
2 Br 3.968 1.606 -1.765
3 Ti 1.393 -0.657 -0.071
4 F 6.547 -2.113 -0.917
5 F 2.396 -2.481 -0.016
6 F 4.663 -2.756 1.694
7 F 5.790 -0.729 0.970
8 F 4.958 -3.934 -0.418
9 O 2.827 -0.216 0.550
10 O 0.359 -2.032 -1.349
11 O 0.591 -3.550 -2.995
12 N -0.184 0.625 -1.587
13 N -0.073 -1.508 1.326
14 N -1.316 -1.192 0.852
15 N 0.640 1.119 1.048
16 N 2.569 -0.772 -2.113
17 N -0.696 1.179 1.294
18 N -1.420 0.649 -1.019
19 C -0.178 -2.632 2.031
20 C -2.187 -2.162 1.205
21 C 0.658 0.196 -4.917
22 C 1.957 -2.251 3.315
23 C -3.893 2.839 -0.977
24 C -3.763 1.418 -1.536
25 C -4.676 1.227 -2.744
26 C 3.341 1.527 3.083
27 C 0.787 1.243 -3.810
28 C -3.713 -2.187 -0.774
29 C -0.958 2.063 2.270
30 C 4.507 -0.553 -3.489
31 C -1.666 1.444 -3.054
32 C 2.699 2.284 1.921
33 C 1.556 -4.466 2.137
34 C 3.073 -2.449 -3.722
35 C -2.493 3.556 3.562
36 C -1.500 -3.088 1.959
37 C 0.921 -3.263 2.840
38 C -3.617 -2.287 0.750
39 C -2.329 1.144 -1.888
40 C 0.827 2.654 -4.399
41 C 2.275 -1.934 -2.715
42 C -0.327 1.103 -2.817
43 C -4.634 -1.391 1.464
44 C -2.326 2.209 2.869
45 C 2.962 3.785 2.025
46 C 0.242 2.628 2.650
47 C 0.955 -2.600 -2.315
48 C 4.217 -1.765 -4.088
49 C -2.581 1.045 3.833
50 C 3.635 -0.098 -2.513
51 C 1.224 2.010 1.855
52 B -1.631 0.286 0.465
53 H 0.582 -0.814 -4.515
54 H -2.324 4.381 2.869
55 H 4.879 -2.164 -4.846
56 H 3.151 1.914 1.010
57 H -3.080 -2.937 -1.248
58 H -3.880 -3.313 1.026
59 H 3.169 0.458 2.983
60 H -4.075 0.715 -0.765
61 H -2.462 0.087 3.323
62 H 2.683 -2.736 3.969
63 H 0.402 -3.647 3.728
64 H 2.488 4.332 1.207
65 H -4.425 1.929 -3.542
66 H -5.716 1.404 -2.465
67 H -3.371 -1.215 -1.131
68 H 2.930 1.862 4.041
69 H 1.716 1.090 -3.273
70 H -1.898 -3.986 2.401
71 H 4.419 1.692 3.095
72 H 4.036 3.977 1.985
73 H -4.512 -1.443 2.547
74 H 1.671 2.753 -5.085
75 H 5.379 0.030 -3.746
76 H -4.745 -2.334 -1.103
77 H 2.772 -3.382 -4.174
78 H -0.086 2.874 -4.958
79 H 2.264 -4.952 2.811
80 H -0.244 0.383 -5.506
81 H 0.794 -5.197 1.854
82 H 2.085 -4.153 1.242
83 H -4.555 -0.347 1.169
84 H -3.501 3.648 3.970
85 H 2.587 4.195 2.967
86 H 1.481 -1.434 3.864
87 H -1.790 3.661 4.391
88 H 0.933 3.404 -3.614
89 H -2.085 1.850 -3.960
90 H -3.063 2.135 2.068
91 H 1.517 0.237 -5.591
92 H -3.613 3.568 -1.741
93 H -4.592 0.216 -3.145
94 H -5.644 -1.729 1.219
95 H 2.512 -1.829 2.483
96 H -4.919 3.044 -0.664
97 H 0.401 3.382 3.401
98 H -2.762 0.511 0.753
99 H -3.231 2.987 -0.124
100 H -3.591 1.096 4.245
101 H -1.867 1.076 4.659

Results of the Löwdin charge analysis, in e, for atoms 1 through 6:
1. Te 2.00
2. Br 0.87
3. Ti 1.01
4. F -0.52
5. F -0.52
6. F -0.43

=====

# 4
The following is a DFT calculation (the ωB97M-V functional and the def2-TZVPD basis) of a structure of composition C33H49BCuN10OP.

Properties
- LUMO (spin up / spin down): -1.6 / -3.1 eV
- E_HOMO (spin up / spin down): -11.4 / -11.4 eV
- Total charge: +1
- <S²>: 0.7521
- Maximum force: 0.3 eV/A
- Spin multiplicity: 2
- Gap between HOMO and LUMO (spin up / spin down): 9.8 / 8.3 eV

Cartesian coordinates (Å):
1 Cu 0.347 -0.106 -0.015
2 P -1.122 -1.549 -2.830
3 O -0.741 -0.834 -1.551
4 N 1.257 1.264 5.074
5 N 0.714 1.789 2.266
6 N 2.085 -0.019 -1.055
7 N 1.036 -0.706 2.761
8 N -1.257 0.311 2.401
9 N 0.805 1.761 0.916
10 N 0.120 0.763 4.521
11 N -1.305 -0.028 1.094
12 N 1.311 -1.132 1.513
13 N 3.119 0.614 -0.487
14 C -0.199 0.709 6.704
15 C 1.130 2.992 0.527
16 C -0.199 -3.111 -3.001
17 C -1.232 -0.958 -5.628
18 C 2.047 -2.231 1.627
19 C -0.775 -4.115 -4.036
20 C -1.362 -5.353 -3.360
21 C -0.309 -6.100 -2.531
22 C 1.596 -1.538 3.658
23 C -0.632 -0.540 -4.266
24 C -3.374 0.454 1.767
25 C 0.049 1.737 -5.042
26 C 2.601 -0.723 -2.056
27 C -1.183 0.210 -6.627
28 C 1.256 3.835 1.629
29 C -3.692 -0.526 -2.943
30 C -2.571 0.047 0.704
31 C 1.061 1.244 6.379
32 C 4.273 0.340 -1.107
33 C -0.818 0.967 -4.035
34 C -2.495 0.628 2.816
35 C 0.706 -5.146 -1.878
36 C 3.983 -0.527 -2.139
37 C -5.136 -0.705 -2.448
38 C 0.980 3.027 2.714
39 C 2.258 -2.534 2.973
40 C 0.090 -3.771 -1.639
41 C -0.762 0.411 5.491
42 C -3.438 -2.721 -1.731
43 C -4.870 -3.174 -2.053
44 C -2.907 -1.860 -2.886
45 C -5.655 -2.091 -2.812
46 C 0.072 1.051 -6.421
47 B 0.153 0.543 3.026
48 H -4.839 -4.090 -2.648
49 H -2.820 -0.165 -0.320
50 H -1.693 -0.085 5.274
51 H -0.816 -3.870 -1.039
52 H 1.253 3.210 -0.522
53 H -2.200 -5.060 -2.724
54 H 1.966 -1.338 -2.666
55 H -1.779 -6.016 -4.119
56 H 1.068 1.819 -4.656
57 H 0.770 -2.773 -3.386
58 H -3.701 -0.158 -3.971
59 H 0.973 3.247 3.765
60 H -1.228 -0.181 -7.644
61 H 1.505 -1.356 4.715
62 H -0.667 -1.804 -6.025
63 H 0.168 1.795 -7.211
64 H -3.427 -2.135 -0.811
65 H 1.580 -5.026 -2.525
66 H 5.202 0.775 -0.781
67 H 0.220 -6.815 -3.164
68 H -0.630 0.555 7.677
69 H 2.942 1.196 0.318
70 H 1.071 -5.569 -0.942
71 H -2.064 0.844 -6.500
72 H -1.523 -3.648 -4.675
73 H -5.549 -2.234 -3.892
74 H 0.950 0.403 -6.504
75 H -1.868 1.229 -4.170
76 H 4.670 -0.954 -2.846
77 H 1.508 4.880 1.639
78 H -3.080 -2.414 -3.815
79 H 1.831 1.608 7.040
80 H -0.333 2.755 -5.136
81 H 0.761 -3.129 -1.065
82 H -4.437 0.614 1.775
83 H -2.684 0.986 3.813
84 H -5.379 -3.424 -1.121
85 H -5.181 -0.577 -1.363
86 H 0.030 -4.431 -4.703
87 H -3.188 0.235 -2.342
88 H 0.452 -0.707 -4.316
89 H -2.810 -3.588 -1.541
90 H 2.397 -2.744 0.745
91 H -6.720 -2.176 -2.596
92 H -0.552 1.239 -3.013
93 H -2.266 -1.291 -5.520
94 H -0.814 -6.686 -1.761
95 H 2.816 -3.353 3.389
96 H -5.765 0.075 -2.877

Results of the Löwdin charge analysis, in e, for atoms 1 through 6:
1. Cu 0.60
2. P 0.85
3. O -0.37
4. N 0.06
5. N 0.03
6. N -0.03

=====

# 5
The following is a DFT calculation (the ωB97M-V functional and the def2-TZVPD basis) of a structure of composition C33H49Br2FN2SiSr.

Properties
- LUMO: 0.2 eV
- E_HOMO: -7.0 eV
- Total charge: 0
- Maximum force: 1.2 eV/A
- Gap between HOMO and LUMO: 7.2 eV

Cartesian coordinates (Å):
1 Sr 0.133 0.426 0.409
2 Br -1.790 -1.395 -1.246
3 Br -1.169 2.585 3.420
4 Si -2.442 -2.621 -3.091
5 F 4.528 0.505 5.545
6 N -1.480 -0.021 2.619
7 N 2.117 0.987 -1.091
8 C -3.384 -5.257 -3.369
9 C -0.969 5.090 -0.960
10 C 0.263 3.764 -2.516
11 C -1.202 0.214 4.976
12 C 3.427 1.476 3.694
13 C 1.793 0.156 2.388
14 C -1.310 0.726 3.691
15 C -3.559 0.019 -3.596
16 C -0.208 -1.435 -4.351
17 C 3.639 0.393 4.520
18 C -1.264 -1.155 5.131
19 C -2.086 -4.812 -1.281
20 C -0.825 4.077 -0.016
21 C 2.977 -0.802 4.337
22 C -3.526 -1.582 -5.511
23 C -3.704 -1.465 -3.985
24 C -1.442 -1.978 4.021
25 C 2.516 1.334 2.648
26 C -1.551 -1.346 2.796
27 C 2.073 -0.894 3.279
28 C 0.388 2.757 -1.562
29 C -5.167 -1.829 -3.690
30 C 0.253 -3.627 -3.248
31 C 1.079 1.482 -2.009
32 C -0.975 -3.601 -5.384
33 C -4.400 -4.020 -1.454
34 C -0.144 2.877 -0.253
35 C -3.108 -4.215 -2.267
36 C 3.269 1.874 -1.039
37 C 2.470 -0.392 -1.400
38 C -1.467 -3.474 4.133
39 C -0.799 -2.841 -4.051
40 C -0.415 4.934 -2.227
41 H -4.560 -4.921 -0.854
42 H 1.212 -3.546 -3.768
43 H -0.508 5.710 -2.976
44 H 0.642 -1.233 -3.698
45 H -1.075 -4.898 -1.680
46 H 1.502 1.615 -3.018
47 H -3.914 -6.108 -2.931
48 H 0.345 0.662 -2.134
49 H 0.706 3.635 -3.503
50 H 2.930 2.878 -0.787
51 H -1.933 -3.928 3.258
52 H -2.017 -3.795 5.017
53 H -1.510 5.996 -0.710
54 H -5.407 -1.759 -2.629
55 H -2.464 -5.639 -3.809
56 H 3.799 1.910 -2.001
57 H 0.148 -1.389 -5.382
58 H -5.805 -1.115 -4.219
59 H -4.282 -0.958 -5.996
60 H 0.013 -4.690 -3.185
61 H -2.423 -5.817 -1.009
62 H 3.175 -1.632 5.006
63 H -1.273 4.241 0.961
64 H -1.649 -3.107 -6.080
65 H 0.388 -3.235 -2.237
66 H -3.673 -2.604 -5.869
67 H -5.431 -2.825 -4.048
68 H -1.326 -4.621 -5.237
69 H -4.012 -4.864 -4.175
70 H 1.567 -1.854 3.164
71 H -1.055 0.877 5.815
72 H 0.003 -3.664 -5.870
73 H -3.890 0.191 -2.572
74 H -1.165 -1.590 6.118
75 H 3.951 1.535 -0.260
76 H 1.715 -1.089 -1.000
77 H -4.203 0.604 -4.259
78 H 3.423 -0.665 -0.954
79 H -4.327 -3.175 -0.765
80 H -1.700 -1.939 1.896
81 H -5.280 -3.888 -2.075
82 H -0.452 -3.869 4.214
83 H -2.550 -1.233 -5.850
84 H 2.526 -0.571 -2.486
85 H -2.551 0.419 -3.682
86 H 3.963 2.400 3.873
87 H 2.360 2.211 2.018
88 H -2.037 -4.217 -0.368
89 H -0.903 -0.611 -4.218

Results of the Löwdin charge analysis, in e, for atoms 1 through 6:
1. Sr 1.14
2. Br 0.53
3. Br 0.83
4. Si 0.54
5. F 0.02
6. N -0.04

=====

Record-wise energy above the lowest of the compared OMol25 structures with the same formula, charge and spin values, in kcal per mole: 109.93 0.25 7.81 5.14 2.57